Version i
Below is 13 unconnected molecules or ions with the total composition C2H29O13, with properties calculated with ωB97M-V/def2-TZVPD.

Structure (ORCA input):
```
! RIJCOSX wB97M-V def2-TZVPD def2/J DEFGRID3
* xyz -1 1
H 2.616 -0.849 -3.393
O -2.339 -2.104 0.648
H -3.354 0.716 1.422
H 2.206 -0.392 -0.328
H -2.244 1.095 -0.347
H 0.284 -1.644 0.117
H -0.665 -0.220 -1.925
H 2.455 1.602 -1.324
O 2.097 -1.386 -2.793
H 0.730 1.223 -2.727
O 0.896 1.361 -3.680
H 1.361 -0.084 4.050
H -0.912 -1.121 -3.216
H 3.057 2.877 0.521
O -1.334 -0.644 -2.475
H -3.316 0.325 -1.172
H -0.526 -3.544 -1.648
H -0.591 -0.246 0.888
O -1.310 -1.446 3.500
O -3.318 0.850 2.377
H -2.818 1.646 2.571
O 0.543 0.402 4.136
O -0.644 -3.927 -0.783
H 1.762 -0.738 -2.171
H -2.263 -1.243 0.203
H 3.923 1.403 -1.621
H -0.058 -0.254 3.821
H 0.203 -3.915 -0.325
O -2.892 0.385 -0.275
H -2.025 -1.670 4.052
H -0.458 1.685 -0.472
O 2.863 3.581 1.093
H 0.636 -1.219 1.661
H -0.770 2.613 0.626
H -1.537 -1.701 2.629
H 1.672 0.977 0.561
H -1.688 -2.595 0.113
C 1.352 0.148 -0.026
O -1.131 2.323 -0.217
C 0.369 -0.780 0.719
H 2.784 3.236 2.028
O 3.234 2.070 -1.625
O 0.639 0.621 -1.119
H 0.511 0.586 -4.075
*
```

Output
HOMO-LUMO gap   8.83 eV
HOMO energy   -6.08 eV

Atomic partial charges in e from the Mulliken method, atoms 1 to 6: atom 1 (H): 0.28, atom 2 (O): -0.72, atom 3 (H): 0.39, atom 4 (H): 0.73, atom 5 (H): 0.38, atom 6 (H): -0.15

---

Version ii
Below is 13 unconnected molecules or ions with the total composition C2H29O13, with properties calculated with ωB97M-V/def2-TZVPD.

Structure (ORCA input):
```
! RIJCOSX wB97M-V def2-TZVPD def2/J DEFGRID3
* xyz -1 1
H 23.609 29.591 7.452
H 22.335 26.453 10.184
H 24.381 25.944 5.153
H 24.831 29.357 8.376
H 23.370 27.090 4.319
O 27.319 27.852 3.671
O 24.212 27.654 1.949
H 23.734 24.994 3.312
H 22.304 23.755 6.275
H 24.783 27.667 5.164
H 19.982 27.726 8.117
H 26.131 27.202 9.116
H 26.972 28.642 6.930
H 22.413 26.412 6.620
H 21.670 29.370 5.097
C 23.175 27.217 6.520
H 27.157 28.316 4.513
H 21.375 28.383 7.970
O 21.147 29.687 4.325
O 23.731 24.136 2.861
O 23.015 26.045 9.632
H 20.434 29.043 4.254
O 19.759 26.434 5.645
H 24.340 27.470 1.011
O 24.441 30.034 7.778
O 22.521 28.417 6.598
H 25.865 28.054 10.361
O 21.357 23.582 6.191
H 27.043 28.504 3.013
H 19.957 25.487 5.637
O 20.693 28.099 8.650
O 26.959 29.431 6.383
H 21.035 23.552 7.101
H 24.358 31.307 4.911
H 24.914 27.159 2.403
C 23.953 26.956 5.240
H 24.647 24.005 2.591
H 20.608 26.851 5.870
O 25.753 28.043 9.402
O 24.612 30.403 4.700
H 23.298 26.764 9.050
H 26.014 29.720 6.396
H 24.056 29.852 5.291
H 23.923 27.122 7.344
*
```

Output
HOMO-LUMO gap   7.78 eV
HOMO energy   -5.37 eV

Atomic partial charges in e from the Mulliken method, atoms 1 to 6: atom 1 (H): 0.39, atom 2 (H): 0.32, atom 3 (H): 0.48, atom 4 (H): 0.33, atom 5 (H): 0.34, atom 6 (O): -0.68

---

Which of them is most stable? Easy: version i.

---

Version i
Below is C3H2N2S2 in the gas phase, with properties calculated with ωB97M-V/def2-TZVPD.

Structure (ORCA input):
```
! RIJCOSX wB97M-V def2-TZVPD def2/J DEFGRID3
* xyz 0 1
C 2.616 0.003 -0.087
H -0.007 0.223 1.094
C 0.086 -0.199 0.063
H 0.089 0.434 -0.739
S -1.480 -1.269 -0.170
N -3.293 0.966 0.072
S 1.482 -1.371 0.048
C -2.554 0.027 -0.107
N 3.060 1.187 -0.173
*
```

Output
HOMO-LUMO gap   10.06 eV
HOMO energy   -10.45 eV
Structure (SMILES)   N#CSCSC#N

Atomic partial charges in e from the Mulliken method, atoms 1 to 6: atom 1 (C): 0.30, atom 2 (H): 0.41, atom 3 (C): -0.73, atom 4 (H): 0.45, atom 5 (S): -0.04, atom 6 (N): -0.40

---

Version ii
Below is C3H2N2S2 in the gas phase, with properties calculated with ωB97M-V/def2-TZVPD.

Structure (ORCA input):
```
! RIJCOSX wB97M-V def2-TZVPD def2/J DEFGRID3
* xyz 0 1
C 0.731 0.719 -0.025
H -2.311 -0.847 -0.025
H -1.786 0.937 -0.083
S 0.638 2.377 0.038
N 1.979 0.177 -0.013
C -0.313 -0.349 0.040
C -1.618 -0.041 0.007
N 2.069 -1.076 0.033
S 0.611 -1.897 0.028
*
```

Output
HOMO-LUMO gap   7.04 eV
HOMO energy   -9.18 eV
Structure (SMILES)   C=C1SN=NC1=S

Atomic partial charges in e from the Mulliken method, atoms 1 to 6: atom 1 (C): 0.14, atom 2 (H): 0.27, atom 3 (H): 0.35, atom 4 (S): -0.21, atom 5 (N): -0.23, atom 6 (C): 0.43

---

Which of them is most stable? Easy: version i.

---

Version i
Below is 5 unconnected molecules or ions with the total composition C4H14O4, with properties calculated with ωB97M-V/def2-TZVPD.

Structure (ORCA input):
```
! RIJCOSX wB97M-V def2-TZVPD def2/J DEFGRID3
* xyz 0 1
H -0.226 2.410 0.129
H 1.156 1.907 2.658
H -1.219 0.210 -1.783
H 1.183 -0.514 -2.661
O -0.259 -2.468 -0.521
C -0.716 0.885 -1.126
O -1.978 -1.256 0.939
H 2.366 0.395 -1.626
H 1.754 -1.205 -1.160
H 0.707 -0.383 1.931
H -0.470 -3.384 -0.308
O 0.787 1.567 1.862
C 1.509 -0.257 -1.640
O 0.822 -1.354 1.854
H -1.735 1.896 0.510
C -1.117 2.064 -0.403
H -1.555 2.942 -0.883
H -1.706 -1.632 1.786
H 0.867 0.823 0.115
H -1.117 -1.532 0.166
H 0.416 -1.679 1.011
C 0.529 0.564 -0.850
*
```

Output
HOMO-LUMO gap   3.82 eV
HOMO energy   -9.24 eV

Atomic partial charges in e from the Mulliken method, atoms 1 to 6: atom 1 (H): 0.34, atom 2 (H): 0.20, atom 3 (H): 0.43, atom 4 (H): 0.34, atom 5 (O): -0.73, atom 6 (C): 0.30

---

Version ii
Below is 3 unconnected molecules or ions with the total composition C4H14O4, with properties calculated with ωB97M-V/def2-TZVPD.

Structure (ORCA input):
```
! RIJCOSX wB97M-V def2-TZVPD def2/J DEFGRID3
* xyz 0 1
H -0.403 0.106 0.991
H 2.019 1.454 -0.175
O 0.608 -1.213 -2.501
O -2.161 0.220 2.682
C 0.119 0.055 -0.012
H -1.624 0.377 1.927
H 0.588 -3.090 -1.535
H -2.792 -0.343 2.419
C 0.844 -2.003 -1.296
H 1.389 1.727 1.996
C 1.554 0.540 0.381
O -1.109 3.039 -0.530
H -1.885 3.300 0.008
H 2.351 -0.217 0.359
H -0.405 0.761 -0.627
H 0.039 -1.992 0.699
O 1.653 0.791 1.751
H 1.935 -1.766 -1.097
H 0.049 -1.699 -3.167
H -1.228 -1.835 -0.512
H -1.420 3.225 -1.512
C -0.121 -1.439 -0.251
*
```

Output
HOMO-LUMO gap   10.48 eV
HOMO energy   -9.98 eV
Structure (SMILES)   OCCCCO.O.O

Atomic partial charges in e from the Mulliken method, atoms 1 to 6: atom 1 (H): -0.67, atom 2 (H): 0.26, atom 3 (O): -0.54, atom 4 (O): -0.60, atom 5 (C): 0.49, atom 6 (H): 0.39

---

Which of them is most stable? Easy: version ii.

---

Version i
Below is a molecular structure, C3H3N2O2S, with properties calculated with ωB97M-V/def2-TZVPD.

Structure (ORCA input):
```
! RIJCOSX wB97M-V def2-TZVPD def2/J DEFGRID3
* xyz -1 1
H -2.135 2.065 -0.147
C -0.144 -1.184 -0.105
H -2.750 0.490 -0.292
O -0.771 -2.196 -0.134
N -1.883 1.075 0.056
H 1.825 -1.771 0.383
O 2.948 0.290 0.575
S 0.696 1.495 -0.029
C 1.769 0.167 0.256
N 1.139 -1.068 0.148
C -0.694 0.636 -0.711
*
```

Output
HOMO-LUMO gap   5.58 eV
HOMO energy   -1.91 eV

Atomic partial charges in e from the Mulliken method, atoms 1 to 6: atom 1 (H): 0.19, atom 2 (C): 0.22, atom 3 (H): 0.22, atom 4 (O): -0.60, atom 5 (N): -0.50, atom 6 (H): 0.25

---

Version ii
Below is a gas-phase ion, C3H3N2O2S (charge -1), with properties calculated with ωB97M-V/def2-TZVPD.

Structure (ORCA input):
```
! RIJCOSX wB97M-V def2-TZVPD def2/J DEFGRID3
* xyz -1 1
C 0.942 1.028 0.195
O 2.092 0.772 0.606
C 0.284 -0.139 -0.588
H 0.063 -1.218 1.114
H 1.358 -1.540 0.255
C -1.987 0.120 -0.251
N -1.100 0.164 -1.061
H 0.886 -0.292 -1.473
N 0.363 -1.388 0.160
S -3.206 0.429 0.704
O 0.304 2.063 0.339
*
```

Output
HOMO-LUMO gap   7.70 eV
HOMO energy   -4.45 eV
Structure (SMILES)   N[C@@H](N=C=S)C(=O)[O-]

Atomic partial charges in e from the Mulliken method, atoms 1 to 6: atom 1 (C): 0.51, atom 2 (O): -0.75, atom 3 (C): 0.13, atom 4 (H): 0.26, atom 5 (H): 0.34, atom 6 (C): 0.34

---

Which of them is most stable? Easy: version ii.

---

Version i
Below is 2 unconnected molecules or ions with the total composition CH3O2S2, with properties calculated with ωB97M-V/def2-TZVPD.

Structure (ORCA input):
```
! RIJCOSX wB97M-V def2-TZVPD def2/J DEFGRID3
* xyz -1 1
H -1.572 0.660 -0.236
S 2.347 -1.570 0.974
C -2.162 -0.236 -0.259
O 2.384 0.605 -0.946
O 2.111 1.361 1.353
S 1.811 0.287 0.371
H -3.244 -0.072 -0.336
H -1.674 -1.035 -0.920
*
```

Output
HOMO-LUMO gap (spin up / spin down)   7.13 / 6.45 eV
HOMO energy (spin up / spin down)   -4.13 / -3.75 eV

Atomic partial charges in e from the Mulliken method, atoms 1 to 6: atom 1 (H): 0.24, atom 2 (S): -0.49, atom 3 (C): -0.76, atom 4 (O): -0.53, atom 5 (O): -0.54, atom 6 (S): 0.56

---

Version ii
Below is 2 unconnected molecules or ions with the total composition CH3O2S2, with properties calculated with ωB97M-V/def2-TZVPD.

Structure (ORCA input):
```
! RIJCOSX wB97M-V def2-TZVPD def2/J DEFGRID3
* xyz -1 1
H -0.233 -0.254 -0.835
H 0.923 0.112 0.766
S 1.186 1.390 -1.298
H -0.502 1.056 0.296
S -1.170 0.849 2.527
C 0.281 0.355 -0.165
O -1.248 -0.606 2.753
O -2.510 1.453 2.505
*
```

Output
HOMO-LUMO gap (spin up / spin down)   4.77 / 4.78 eV
HOMO energy (spin up / spin down)   -2.59 / -2.59 eV

Atomic partial charges in e from the Mulliken method, atoms 1 to 6: atom 1 (H): 0.22, atom 2 (H): 0.22, atom 3 (S): -0.67, atom 4 (H): -0.03, atom 5 (S): 0.67, atom 6 (C): -0.55

---

Version iii
Below is 2 unconnected molecules or ions with the total composition CH3O2S2, with properties calculated with ωB97M-V/def2-TZVPD.

Structure (ORCA input):
```
! RIJCOSX wB97M-V def2-TZVPD def2/J DEFGRID3
* xyz -1 1
C -0.190 0.704 0.083
S 1.280 -0.316 0.437
H -0.387 1.484 0.804
H -1.472 -1.700 -0.057
O 2.020 0.940 0.001
S -2.282 -0.706 0.257
O 1.310 -1.392 -0.571
H -0.278 0.985 -0.954
*
```

Output
HOMO-LUMO gap   7.60 eV
HOMO energy   -4.09 eV

Atomic partial charges in e from the Mulliken method, atoms 1 to 6: atom 1 (C): -0.60, atom 2 (S): 0.52, atom 3 (H): 0.35, atom 4 (H): 0.09, atom 5 (O): -0.61, atom 6 (S): -0.47

---

Which of them is most stable? Easy: version ii.

---

Version i
Below is C2H4O2S in the gas phase, with properties calculated with ωB97M-V/def2-TZVPD.

Structure (ORCA input):
```
! RIJCOSX wB97M-V def2-TZVPD def2/J DEFGRID3
* xyz 0 1
H 0.443 1.086 -2.521
O -0.261 -0.026 0.561
H -1.845 -0.650 1.560
C 0.781 -0.101 -0.301
S 1.215 1.194 -1.424
O 1.592 -1.170 -0.298
H -2.014 1.090 0.730
C -1.461 0.243 1.090
H 1.550 -1.666 0.602
*
```

Output
HOMO-LUMO gap (spin up / spin down)   8.20 / 7.61 eV
HOMO energy (spin up / spin down)   -7.68 / -7.10 eV

Atomic partial charges in e from the Mulliken method, atoms 1 to 6: atom 1 (H): 0.12, atom 2 (O): -0.30, atom 3 (H): 0.26, atom 4 (C): 0.44, atom 5 (S): -0.25, atom 6 (O): -0.47

---

Version ii
Below is 2 unconnected molecules or ions with the total composition C2H4O2S, with properties calculated with ωB97M-V/def2-TZVPD.

Structure (ORCA input):
```
! RIJCOSX wB97M-V def2-TZVPD def2/J DEFGRID3
* xyz 0 1
H 1.530 -0.575 1.040
O -0.797 0.730 -0.197
C 1.914 -0.029 0.175
C -1.013 -0.554 -0.024
S -2.761 -0.978 -0.115
H -3.198 0.273 0.096
H 1.421 -0.463 -0.791
H 0.213 0.725 -0.272
O 2.692 0.872 0.089
*
```

Output
HOMO-LUMO gap   9.49 eV
HOMO energy   -9.36 eV

Atomic partial charges in e from the Mulliken method, atoms 1 to 6: atom 1 (H): 0.32, atom 2 (O): -0.27, atom 3 (C): -0.17, atom 4 (C): -0.22, atom 5 (S): -0.12, atom 6 (H): 0.14

---

Version iii
Below is 2 unconnected molecules or ions with the total composition C2H4O2S, with properties calculated with ωB97M-V/def2-TZVPD.

Structure (ORCA input):
```
! RIJCOSX wB97M-V def2-TZVPD def2/J DEFGRID3
* xyz 0 1
C 0.691 0.452 -0.107
H -0.811 0.833 -1.506
S 1.932 -0.494 0.209
H 0.614 2.025 -1.803
H -0.908 -1.676 2.112
O -0.131 1.304 0.399
H -0.572 -2.255 0.669
O -0.829 -1.461 1.102
C 0.015 1.272 -1.076
*
```

Output
HOMO-LUMO gap   9.31 eV
HOMO energy   -8.70 eV
Structure (SMILES)   S=C1CO1.O

Atomic partial charges in e from the Mulliken method, atoms 1 to 6: atom 1 (C): 0.37, atom 2 (H): 0.25, atom 3 (S): -0.34, atom 4 (H): 0.21, atom 5 (H): 0.31, atom 6 (O): -0.31

---

Which of them is most stable? Easy: version iii.